No. 1
ORCA calculation (the ωB97M-V functional and the def2-TZVPD basis) on a cluster of 2 separate species, C9H16N2Si in total.

The geometry in XYZ format:
```
28
C9H16N2Si the ωB97M-V functional and the def2-TZVPD basis
C 3.731 0.708 -0.229
C 3.416 -0.384 0.578
C 2.803 1.138 -1.154
C 2.216 -0.997 0.497
C 1.611 0.549 -1.325
C 1.241 -0.429 -0.353
C -1.773 0.591 1.857
C -3.191 -0.846 -0.478
C -1.443 1.603 -1.042
N -0.306 -2.425 0.741
N -0.039 -0.805 -0.259
Si -1.513 0.134 -0.018
H 4.676 1.067 -0.381
H 4.193 -0.776 1.260
H 3.192 1.939 -1.775
H 1.861 -1.635 1.271
H 0.773 0.886 -1.961
H -0.912 0.411 2.390
H -1.985 1.658 2.210
H -2.611 0.153 2.336
H -4.135 -0.503 0.035
H -3.199 -0.827 -1.548
H -2.847 -1.823 0.004
H -1.628 1.330 -2.094
H -2.067 2.487 -0.736
H -0.410 1.927 -0.977
H -1.102 -2.156 1.296
H -0.552 -2.973 -0.146
```

LUMO   0.001 hartree
E_HOMO   -0.2872 Eh
Total charge   0

***

No. 2
ORCA calculation (the ωB97M-V functional and the def2-TZVPD basis) on an isolated molecule of CH3OP.

The geometry in XYZ format:
```
6
CH3OP the ωB97M-V functional and the def2-TZVPD basis
C -0.740 0.423 -0.093
O 2.040 0.250 -0.028
P 0.722 -0.361 0.012
H -0.625 1.530 0.185
H -1.650 -0.178 0.136
H 0.254 -1.663 -0.212
```

LUMO   0.006 hartree
E_HOMO   -0.3503 Eh
Total charge   0

***

No. 3
ORCA calculation (the ωB97M-V functional and the def2-TZVPD basis) on a structure of composition C17H29AuClNO2P2.

The geometry in XYZ format:
```
53
C17H29AuClNO2P2 the ωB97M-V functional and the def2-TZVPD basis
C -1.056 3.220 -2.850
C -1.115 2.130 -1.922
N 0.075 1.712 -1.338
C 1.248 2.353 -1.588
C 1.336 3.397 -2.508
C 0.152 3.825 -3.148
C -2.317 1.429 -1.628
P -2.294 0.270 -0.279
Au 0.000 0.000 0.000
P 2.292 0.259 -0.012
C 2.450 1.966 -0.744
C -0.064 -1.504 1.428
C -0.463 -1.240 2.764
C -0.491 -2.242 3.747
C -0.116 -3.557 3.435
C 0.287 -3.851 2.124
C 0.311 -2.843 1.148
O -1.549 -0.442 -3.746
O 1.136 -0.774 -3.559
H -1.985 3.556 -3.319
H 2.296 3.885 -2.697
H 0.187 4.651 -3.867
C -3.253 0.905 1.167
C -3.266 -1.217 -0.778
H 3.392 2.090 -1.306
H 2.493 2.655 0.122
H -1.859 0.198 -3.027
H -3.262 1.855 -1.990
C 3.224 0.325 1.569
C 3.293 -0.822 -1.108
H -0.757 -0.222 3.043
H -0.808 -1.990 4.766
H -0.138 -4.341 4.201
H 0.584 -4.872 1.857
H 0.635 -3.113 0.133
H -0.193 -1.120 -0.788
H 1.114 -1.732 -3.732
H 0.176 -0.524 -3.681
H -1.873 -0.030 -4.567
H 0.243 -0.645 -1.307
H -4.300 1.113 0.884
H -3.230 0.155 1.977
H -2.775 1.832 1.520
H -4.328 -0.958 -0.938
H -2.843 -1.602 -1.720
H -3.189 -1.988 0.008
H 4.344 -0.487 -1.159
H 3.253 -1.854 -0.719
H 2.822 -0.790 -2.106
H 4.279 0.612 1.418
H 2.728 1.043 2.242
H 3.173 -0.673 2.036
Cl 0.400 1.432 1.715
```

LUMO (spin up / spin down)   0.023 / 0.004 hartree
Expectation value of S²   2.01
E_HOMO (spin up / spin down)   -0.2051 / -0.2605 Eh
Multiplicity   3
Total charge   0

***

No. 4
ORCA calculation (the ωB97M-V functional and the def2-TZVPD basis) on a structure of composition C8H21ClIO4P2Ru.

The geometry in XYZ format:
```
38
C8H21ClIO4P2Ru the ωB97M-V functional and the def2-TZVPD basis
C -1.074 2.769 3.756
I -1.734 1.150 2.475
H -0.180 3.184 3.287
H -0.856 2.344 4.732
H -1.883 3.492 3.800
Ru -0.201 0.490 0.323
P -1.314 1.221 -1.431
C -3.076 0.756 -1.560
C -1.408 3.026 -1.318
H 0.416 0.998 -3.083
H -1.146 1.495 -3.826
H -0.899 -0.209 -3.329
C -0.671 0.839 -3.082
H -0.402 3.437 -1.450
H -2.087 3.407 -2.087
H -3.580 1.407 -2.288
H -3.555 0.877 -0.578
H -1.781 3.299 -0.325
H -3.168 -0.291 -1.881
C -1.375 -0.926 0.300
O -2.129 -1.821 0.292
Cl 1.574 1.867 -0.472
C 1.368 -2.857 2.562
O 1.523 -1.526 2.028
P 1.255 -1.223 0.469
O 2.640 -1.061 -0.297
C 3.802 -0.464 0.309
O 0.723 -2.660 -0.050
C 0.729 -3.040 -1.438
H 2.010 -3.572 2.032
H 0.328 -3.207 2.549
H 1.683 -2.774 3.601
H 4.257 0.156 -0.466
H 3.571 0.166 1.180
H 4.490 -1.266 0.601
H 0.520 -2.197 -2.123
H 1.701 -3.502 -1.675
H -0.070 -3.785 -1.536
```

LUMO (spin up / spin down)   -0.257 / -0.406 hartree
Expectation value of S²   8.78
E_HOMO (spin up / spin down)   -0.4792 / -0.6313 Eh
Multiplicity   6
Total charge   +2

***

ΔE to the lowest compared entry with this formula, charge and spin readings, ordered: 46.5, 25.6, 98.5, 0.0 kcal per mole